124
Properties=species:S:1:pos:R:3:forces:R:3:mulliken_charge:R:1 method="wB97M-V/def2-TZVPD" relative_energy_kcal_mol=71.2 homo_lumo_gap_ev=9.48 molar_mass_g_mol=732.92 largest_force_ev_per_a=10.462 spin_multiplicity=1
C -3.77885 -2.11844 1.40441 0.916 -1.426 -0.809 -0.793
C -3.75685 -3.53744 0.85241 2.405 -0.259 -0.754 -0.442
O -5.05285 -3.86144 0.57341 -2.252 1.151 0.685 -0.558
H -4.38185 -1.55844 0.75341 -0.422 0.986 -1.318 0.382
H -2.81785 -1.66444 1.58741 0.222 0.090 0.008 -0.145
H -4.37185 -2.15444 2.25341 -0.787 -0.048 2.197 0.802
H -3.28885 -4.31344 1.50141 -0.247 0.745 0.152 0.425
H -3.20385 -3.65844 -0.11659 0.220 0.688 0.625 0.023
H -5.06085 -4.71644 0.22141 -0.312 -1.923 -0.834 0.332
C 3.39915 1.84456 1.55941 0.224 0.489 2.045 0.143
C 4.93115 1.72056 1.52541 -0.873 -1.979 0.742 -0.548
O 5.53015 2.96356 1.39341 0.276 1.067 -1.315 -0.541
H 2.92615 0.85156 1.69541 0.226 0.601 -0.193 -0.184
H 2.88615 2.40256 0.76641 0.663 -0.214 -0.138 -0.019
H 3.20215 2.40656 2.50741 -0.321 -0.444 -0.859 0.104
H 5.14215 0.86056 0.83441 0.655 1.179 -0.259 0.239
H 5.30815 1.37256 2.50641 -0.726 -0.538 -0.151 0.304
H 6.48715 2.88156 1.37441 -0.022 -0.099 0.014 0.327
C 1.03515 2.10556 -4.48559 -1.132 0.302 -0.972 -0.300
C 0.34815 3.34256 -5.12959 1.086 -2.251 2.469 -0.668
O 0.94915 4.37956 -4.41859 0.027 2.686 -1.433 -0.519
H 2.06215 1.99556 -4.82359 -0.043 -0.145 -0.503 0.638
H 0.40015 1.25656 -4.68359 0.305 -0.569 -0.107 -0.086
H 1.13315 2.18156 -3.41959 -0.372 0.427 0.582 -0.171
H -0.70285 3.40356 -4.88659 -0.638 -0.601 -0.400 0.228
H 0.54115 3.35956 -6.17959 0.014 0.171 -0.857 0.504
H 0.68015 5.12156 -5.00159 0.745 0.283 1.180 0.318
C -2.03085 -0.64444 5.73941 -0.127 -0.390 0.673 -1.413
C -2.35485 -0.84744 4.26041 1.225 1.596 1.710 -0.487
O -1.31885 -0.23244 3.47541 -0.609 -1.801 -0.174 -0.004
H -1.11785 -1.18544 6.08841 -0.834 -0.071 -0.512 0.288
H -2.92485 -0.95244 6.32041 0.635 0.055 -0.052 0.408
H -1.79385 0.37656 5.99841 -0.279 0.522 -0.103 0.359
H -3.28185 -0.42544 3.98141 -0.982 0.751 -0.282 0.470
H -2.43685 -1.87644 4.15341 0.150 -2.009 -0.946 0.381
H -0.69585 -0.96244 3.31441 0.652 0.038 0.211 -0.424
C 3.91015 -2.05644 1.28241 1.695 -0.585 1.193 0.361
C 5.34015 -2.17244 1.82941 -1.418 3.843 -0.987 -1.083
O 5.94815 -3.28444 1.40141 0.650 -2.379 -1.122 -0.521
H 3.93015 -2.05044 0.22941 0.065 -0.023 -1.340 0.169
H 3.46015 -1.14144 1.62541 -0.486 0.033 0.338 -0.260
H 3.44415 -2.98144 1.58441 -0.805 0.007 0.179 0.101
H 5.37115 -2.02344 2.85941 -0.498 -0.555 2.396 0.529
H 5.89515 -1.25144 1.57441 0.115 0.004 -0.811 0.305
H 6.74815 -3.36644 1.89641 0.875 -0.422 0.267 0.319
C -0.18285 -2.67344 -1.81859 -2.159 -0.515 -1.342 1.969
C 0.92515 -3.58944 -1.64259 2.525 0.103 2.027 -1.182
O 2.10315 -2.97244 -1.16059 0.809 -0.212 -0.436 -0.568
H 0.09615 -1.83444 -2.43859 0.171 -0.154 -0.890 -1.135
H -0.64985 -2.14844 -0.99859 0.187 -0.827 0.940 -0.533
H -0.89985 -3.41544 -2.27059 -0.245 1.465 -0.032 0.327
H 1.26915 -4.04844 -2.52959 -0.231 -0.515 -1.419 0.519
H 0.71715 -4.38644 -0.95459 -0.712 -0.669 0.428 0.318
H 1.83115 -2.26844 -0.58359 -0.277 0.867 0.881 -0.286
C -0.73285 -3.69344 2.01741 0.747 0.032 -2.068 -0.846
C 0.68115 -3.62844 2.67541 -2.421 -0.139 -2.674 -0.194
O 0.68315 -2.39544 3.29341 1.405 2.214 0.985 -0.687
H -1.01585 -4.68144 1.62541 0.311 0.081 0.061 0.583
H -0.79085 -2.95944 1.11941 0.229 -1.096 1.578 -0.048
H -1.49885 -3.42444 2.70641 -0.485 0.308 0.752 0.216
H 1.36615 -3.67644 1.83441 0.523 -0.081 0.179 -0.240
H 0.80515 -4.47444 3.32041 0.360 -0.199 0.795 0.502
H 1.28715 -1.75844 2.83141 -0.689 -0.906 0.318 0.206
C 0.01315 -1.26144 -5.23759 0.809 -0.762 -1.276 -0.159
C 0.62815 -2.64944 -5.59859 -1.212 1.961 2.382 -0.457
O 0.05515 -3.21144 -6.70659 0.139 -1.128 -1.425 -0.529
H 0.34115 -0.92344 -4.29059 0.774 0.151 1.039 -0.758
H -1.02585 -1.33544 -5.11859 -1.562 -0.298 -0.191 0.345
H 0.18415 -0.42744 -5.92559 0.235 -0.518 -0.319 0.603
H 0.48515 -3.28444 -4.73159 -0.363 -0.266 0.497 0.178
H 1.66915 -2.54844 -5.62359 1.921 0.254 -0.697 0.424
H 0.56015 -4.03544 -6.84359 -0.638 0.450 -0.308 0.344
C 0.16915 0.04556 0.25441 4.271 -5.818 -1.194 -0.134
O 0.98815 -1.02044 0.62441 -3.229 5.099 -1.112 1.534
N 0.10315 0.46256 -0.99559 4.360 -1.240 -3.960 2.061
N -0.74485 0.60056 0.93441 -1.780 0.247 4.940 3.544
H 0.97315 0.17056 -1.63559 -3.226 0.746 1.282 -1.120
H -0.50885 1.19056 -1.33559 0.049 0.190 0.184 -0.417
H -0.82085 0.26056 1.89141 -0.685 0.377 -0.031 -0.815
H -1.50385 1.15756 0.54541 0.484 -0.049 0.085 -1.417
C -3.36185 -0.75644 -2.26159 -7.842 -0.037 -0.995 0.049
O -4.71785 -0.66344 -2.29959 5.457 -0.035 -0.380 -0.813
N -2.58485 -1.14344 -3.23659 -0.904 -1.164 -3.326 0.046
N -2.74285 -0.47244 -1.18259 3.356 1.708 4.410 2.177
H -3.05885 -1.60344 -4.03959 0.965 0.528 1.001 0.308
H -1.63585 -1.30644 -2.98959 0.500 -0.419 -0.498 -0.140
H -3.25285 0.09556 -0.50059 0.413 -1.294 -0.253 -0.705
H -1.69085 -0.49444 -1.09559 -1.877 0.009 -0.419 -0.954
C -0.29585 4.28156 1.24341 4.003 9.390 -2.293 -0.045
O -0.03085 5.67356 1.06341 -1.603 -7.217 0.592 -0.833
N 0.37215 3.32256 0.66541 3.500 -1.326 -3.333 1.110
N -1.18885 3.85356 2.05441 -3.004 -0.020 2.856 0.201
H 1.14615 3.53656 -0.05859 -1.991 -0.140 2.091 0.303
H 0.24115 2.31456 0.87041 0.027 1.087 0.093 -0.918
H -1.76085 4.50156 2.59641 0.539 -0.325 -0.244 0.315
H -1.00285 2.92456 2.40241 -0.650 -0.024 0.689 -0.485
C -3.58885 1.79856 0.96841 -0.621 0.947 7.187 0.514
O -3.65785 1.74956 2.36041 0.306 0.007 -6.648 -0.795
N -2.63785 2.46456 0.37941 3.058 3.031 0.862 -0.194
N -4.42285 1.25756 0.14441 -2.951 -1.202 -1.398 -0.226
H -2.15985 3.10256 1.09841 -0.690 -0.925 -1.458 0.212
H -2.41485 2.70656 -0.58659 -0.960 -0.767 0.638 -0.233
H -5.27085 0.90656 0.58141 0.108 -0.249 -0.825 0.309
H -4.31485 1.43056 -0.88359 -1.068 -0.414 1.582 0.234
C 0.34915 2.50656 4.07941 2.731 -5.342 -1.200 0.351
O 1.22515 1.55056 3.73141 -3.581 3.674 1.440 -0.597
N -0.93585 2.26756 4.25141 -3.976 -1.955 0.042 -0.271
N 0.74115 3.72756 4.30841 2.787 4.318 0.119 -0.266
H -1.34985 1.29456 4.04741 1.531 1.804 0.176 0.089
H -1.68085 2.96556 4.43741 1.426 -0.503 0.064 0.217
H 1.77715 3.74156 4.26941 -1.103 0.547 -0.116 0.295
H 0.25615 4.65556 4.11141 0.736 -2.254 0.440 0.261
C 3.04615 0.42256 -1.77959 2.463 0.370 -2.275 -1.238
O 2.07515 -0.10744 -2.73759 -0.072 0.517 1.588 -0.490
H 3.88315 0.73256 -2.44559 -0.086 -0.156 0.741 0.597
H 3.42915 -0.35344 -1.14159 -0.238 -0.437 0.310 0.115
H 2.88315 1.33756 -1.18059 -1.240 -0.547 -0.535 0.251
H 2.44715 -0.18144 -3.61459 0.268 0.135 -0.026 0.318
C -1.16485 3.76356 -2.06359 2.241 0.172 -0.885 -0.825
O -1.62985 2.41356 -2.23859 2.351 0.587 -0.320 -0.786
H -1.36785 4.48356 -2.85959 -0.403 -0.552 -0.349 0.433
H -0.02385 3.76256 -2.00559 -1.730 -0.270 0.044 0.150
H -1.56985 4.17056 -1.17859 -0.214 0.687 1.154 0.350
H -2.55285 2.41456 -2.29759 -2.215 -0.079 -0.757 0.168



139
Properties=species:S:1:pos:R:3:forces:R:3:mulliken_spin:R:1 method="wB97M-V/def2-TZVPD" relative_energy_kcal_mol=0.0 homo_lumo_gap_ev="1.92 / 8.08" molar_mass_g_mol=928.03 charge=-1 largest_force_ev_per_a=6.444 spin_multiplicity=2
C -11.62598 -13.58521 -21.94817 -0.688 0.266 -0.449 0.006
C -10.78515 -12.50660 -22.68471 1.046 -1.283 2.910 0.001
C -9.50546 -12.24635 -21.76790 -1.619 1.282 -0.141 0.004
O -8.43584 -11.68808 -22.49230 1.864 -0.047 -0.021 0.001
C -7.21753 -11.55593 -21.66047 -1.470 -0.979 -1.504 0.001
N -10.38867 -13.12864 -23.91001 0.434 0.520 -0.047 -0.020
H -12.61053 -13.70823 -22.39940 -0.194 0.285 -0.283 0.009
H -11.87106 -13.45915 -20.89358 0.498 0.316 0.041 -0.002
H -11.16607 -14.55620 -22.13198 0.356 0.131 0.292 -0.001
H -11.29124 -11.55175 -22.82692 -0.270 0.109 0.190 0.004
H -9.32044 -13.10430 -21.12154 0.702 -0.556 -0.549 0.000
H -9.74446 -11.45454 -21.05796 -0.729 0.062 0.447 0.001
H -7.08829 -12.57607 -21.29893 0.303 0.297 0.912 0.000
H -7.32125 -10.74897 -20.93509 -0.133 -0.316 0.326 0.000
H -6.34253 -11.35958 -22.28009 -0.355 0.226 -0.361 0.000
H -9.76079 -12.43667 -24.29351 0.121 -0.252 -1.067 0.007
H -11.24958 -13.19702 -24.43369 0.163 -0.123 -0.814 0.009
C -16.31801 -18.24249 -25.49589 -0.334 -0.057 0.638 0.299
C -17.14055 -19.40205 -24.94546 0.706 0.625 0.025 -0.070
C -18.66120 -19.30241 -25.23444 0.604 1.438 1.396 0.088
O -19.30315 -18.51030 -24.14389 -0.544 -1.047 -2.305 -0.068
C -20.72090 -18.39428 -24.35970 -0.223 -0.760 1.432 0.014
N -16.60627 -20.60118 -25.53926 -0.349 -0.839 -0.553 0.003
H -16.65322 -17.33939 -24.98583 -0.197 0.456 -0.668 -0.034
H -16.40426 -18.26594 -26.58222 -0.011 0.645 -0.020 -0.070
H -15.26562 -18.32744 -25.22507 0.006 -0.335 -0.084 0.002
H -16.86692 -19.47945 -23.89321 -0.785 0.115 0.367 -0.017
H -19.00031 -20.32873 -25.37507 -0.775 -0.025 0.686 0.014
H -18.88649 -18.76643 -26.15644 0.288 0.073 -0.200 -0.004
H -21.06505 -17.77413 -25.18738 0.500 -0.108 -0.157 -0.008
H -21.20484 -18.05590 -23.44351 0.528 0.866 0.121 0.005
H -21.15226 -19.39516 -24.34336 0.036 -0.346 -0.977 0.000
H -17.03310 -20.63064 -26.45417 0.415 -0.193 -0.760 -0.022
H -17.04075 -21.39398 -25.08891 0.106 -0.411 0.322 0.003
C -14.24060 -18.97071 -20.75089 -0.657 -1.266 -1.432 0.005
C -15.18601 -19.70496 -19.78148 3.104 0.862 -0.378 0.000
C -14.30447 -20.61784 -18.90401 -1.767 0.336 -0.631 0.000
O -14.01417 -21.73911 -19.68992 1.918 -1.292 1.384 0.000
C -12.83644 -22.40960 -19.13714 -0.796 0.175 -1.242 0.000
N -15.69760 -18.70522 -18.95460 -2.195 1.171 1.831 0.000
H -14.80656 -18.19248 -21.26288 0.029 0.356 0.143 0.000
H -14.03188 -19.64588 -21.58075 0.839 -0.052 -0.090 -0.003
H -13.34393 -18.58275 -20.26758 -0.114 -0.043 -0.026 0.001
H -15.94960 -20.17855 -20.39852 -0.101 -0.465 0.561 0.000
H -14.82256 -20.83541 -17.97001 -0.445 -0.595 0.044 0.000
H -13.44090 -20.06157 -18.53947 0.538 0.144 -0.522 0.000
H -12.89712 -22.68023 -18.08301 -0.394 0.299 0.179 0.000
H -11.97635 -21.76181 -19.30658 0.162 -0.007 0.129 0.000
H -12.69989 -23.33952 -19.68915 -0.030 0.098 -0.127 0.000
H -16.37632 -18.15961 -19.46620 -0.413 0.212 0.346 0.000
H -15.00072 -18.06122 -18.60858 0.335 -0.060 0.000 0.000
C -16.71552 -12.16298 -27.41238 -0.788 1.561 -0.580 0.834
O -16.79194 -11.19845 -26.68710 -0.142 2.090 1.677 -0.170
N -16.24355 -13.29968 -27.09721 2.498 -3.891 2.667 -0.873
N -17.13375 -12.18743 -28.63540 -2.349 1.628 -4.319 0.039
H -15.56030 -13.09809 -26.38121 0.444 -1.318 0.664 0.174
H -16.02181 -13.93490 -27.85048 0.461 -0.202 0.352 0.058
H -17.20149 -13.06608 -29.12885 -0.047 0.483 -0.292 -0.296
H -17.53923 -11.32580 -28.97196 -0.126 -0.474 -0.364 0.007
C -12.64577 -17.65401 -27.29256 0.298 -1.511 -0.130 2.471
O -11.88254 -17.97851 -26.38262 0.264 0.302 0.034 -0.587
N -12.85693 -16.49982 -27.83478 1.325 4.001 0.686 -1.682
N -13.38376 -18.52289 -27.96036 -0.864 -3.735 -0.009 -0.183
H -12.31799 -15.71712 -27.49266 -0.566 -0.006 -0.140 0.570
H -13.47070 -16.41322 -28.63220 -0.218 0.499 -0.235 -0.007
H -13.11500 -19.48275 -27.79752 -0.536 -0.002 -0.245 0.031
H -13.93965 -18.25834 -28.76104 0.065 -0.185 -0.061 -0.467
C -13.55576 -15.20784 -19.13145 -0.093 -0.539 -0.573 0.000
O -12.89584 -16.06347 -18.61966 1.817 -2.220 1.727 0.000
N -13.41337 -13.91681 -18.97751 0.438 3.812 0.896 0.000
N -14.51960 -15.48001 -19.99965 -1.870 -0.263 -1.579 0.000
H -12.78130 -13.44347 -18.34778 0.033 -0.823 -0.082 0.000
H -13.92928 -13.29361 -19.58212 0.064 0.184 0.076 0.001
H -14.90902 -14.68104 -20.47935 -0.362 -0.594 -0.390 0.000
H -14.69015 -16.42808 -20.30327 0.031 0.338 0.054 0.000
C -18.44601 -17.86702 -21.08024 1.099 0.287 3.319 -0.001
O -18.36461 -17.65880 -19.85939 -0.286 0.782 0.409 0.000
N -18.23588 -17.01509 -22.01815 0.592 3.726 -1.689 -0.004
N -18.60120 -19.03017 -21.60028 -1.024 -4.918 -0.573 0.001
H -17.96261 -16.09162 -21.71377 -0.023 0.410 -0.760 0.007
H -18.18265 -17.35902 -22.96630 0.038 0.808 0.104 -0.004
H -18.59050 -19.86019 -21.02490 -0.389 0.275 -0.258 0.000
H -18.91111 -18.96111 -22.55907 0.006 -1.309 -0.133 0.000
C -11.87683 -13.38543 -27.91919 1.356 2.041 0.072 2.147
O -12.86398 -13.76564 -27.32933 -0.905 0.058 0.710 -0.585
N -11.17945 -12.25066 -27.65852 -0.414 0.710 1.025 -0.155
N -11.30314 -14.01706 -28.92345 -0.113 -1.780 -1.106 0.037
H -10.36792 -12.04081 -28.22197 -0.343 0.383 0.533 0.013
H -11.51889 -11.65815 -26.91434 0.420 0.079 -0.263 0.019
H -10.54774 -13.57345 -29.42613 -0.400 -0.734 -0.277 -0.165
H -11.84656 -14.82775 -29.18338 0.674 -0.141 -1.105 -0.244
C -14.74643 -14.23818 -24.28465 0.645 -1.351 -2.176 0.302
O -15.13265 -13.09383 -24.55137 0.183 0.938 0.054 0.213
N -14.05456 -15.03989 -25.11849 0.434 -0.128 0.349 -0.652
N -15.12214 -14.86724 -23.17424 -1.183 0.285 1.990 -0.063
H -13.71464 -15.86535 -24.64607 0.204 -0.490 -0.328 0.109
H -13.61150 -14.80319 -25.99472 -0.182 0.704 0.219 0.006
H -16.01404 -14.52944 -22.84182 0.064 -0.162 0.560 0.012
H -14.83991 -15.80476 -22.92624 0.168 0.044 -0.384 0.016
C -12.61503 -9.73482 -26.04695 -1.025 1.570 -0.663 0.080
O -12.06348 -8.97775 -26.78645 2.071 1.681 -1.697 -0.025
N -12.11283 -10.38105 -25.04450 2.846 -2.024 2.343 -0.014
N -13.90214 -9.93286 -26.05532 -4.758 -0.249 -0.786 -0.032
H -12.83120 -10.70394 -24.41222 1.181 -0.196 0.656 -0.003
H -11.13595 -10.19167 -24.87149 -0.235 -0.483 0.687 0.009
H -14.51950 -9.20621 -26.38840 0.099 -0.604 -0.376 -0.003
H -14.29778 -10.76092 -25.63356 -0.409 0.214 -0.178 -0.008
C -15.37208 -11.42300 -21.26654 -0.195 1.438 -0.445 0.011
O -14.50281 -12.08867 -20.81607 2.832 -2.995 1.459 -0.002
N -15.94194 -10.48499 -20.57251 -2.534 4.245 3.987 -0.002
N -15.80538 -11.43626 -22.48418 -0.836 -0.830 -3.035 0.009
H -15.64893 -10.20986 -19.64594 0.371 -0.579 -0.237 -0.001
H -16.70359 -9.89821 -20.88180 0.212 -0.383 -0.420 0.000
H -15.41000 -12.18152 -23.03948 -0.200 0.013 -1.202 -0.003
H -16.23598 -10.62070 -22.89593 0.078 -0.499 -0.137 0.001
C -18.24391 -13.89427 -20.53735 -0.531 -2.088 1.676 -0.003
O -17.61027 -14.32079 -21.46962 1.259 -0.870 -1.717 0.008
N -18.57853 -12.66540 -20.39545 -0.069 5.814 -0.890 0.000
N -18.70725 -14.56872 -19.49884 -0.405 -2.639 1.259 0.001
H -18.95560 -12.33232 -19.51968 0.232 0.120 -0.458 0.000
H -17.93406 -12.08402 -20.91194 -0.426 0.702 0.147 -0.001
H -19.06797 -14.07817 -18.69303 0.035 -0.566 -0.339 0.000
H -18.70424 -15.57765 -19.54534 0.103 -0.457 0.462 0.000
C -19.55105 -13.35119 -24.67924 0.451 -1.929 1.635 -0.020
O -20.26994 -14.03454 -23.99113 -2.290 -0.533 1.395 0.000
N -18.37882 -12.97768 -24.31721 4.780 1.452 3.490 -0.008
N -19.72491 -13.05294 -25.90701 -2.866 1.059 -5.674 0.019
H -18.14676 -13.12522 -23.34536 0.315 -0.312 -0.189 0.002
H -17.67846 -12.54650 -24.90345 -0.188 0.127 0.017 0.004
H -18.95105 -12.77312 -26.49263 -0.604 0.242 0.002 0.012
H -20.69137 -13.05418 -26.20039 0.485 -0.162 -0.651 -0.008
C -11.94411 -17.41892 -23.01660 -0.342 1.562 -0.981 -0.003
O -13.05379 -17.08378 -23.35122 -3.394 0.157 -1.096 -0.067
N -11.01506 -17.78402 -23.82354 3.101 -2.157 -2.620 -0.033
N -11.53492 -17.12377 -21.82951 0.797 0.267 4.320 -0.015
H -10.12663 -18.11333 -23.47377 -0.255 0.218 -0.176 0.004
H -11.19397 -17.85485 -24.81505 -0.285 -0.134 -0.328 0.006
H -12.30797 -16.83984 -21.24479 0.661 -0.086 0.764 0.000
H -10.65035 -17.49211 -21.51020 -0.479 0.335 0.554 -0.001